[1]
ORCA calculation (ωB97M-V with the def2-TZVPD basis set) on a molecular structure, C26H51BN2O24P4Zr.

Structure (XYZ):
```
109
Properties=species:S:1:pos:R:3:forces:R:3
Zr -1.17572 1.23458 -1.31287 -2.0 0.8 -1.0
P -1.50303 -1.37934 4.75776 1.4 2.2 -1.3
P 5.18313 1.72656 0.23607 -1.3 -0.7 0.5
P -4.39202 -4.49237 -2.15933 -1.0 1.0 -0.6
P -5.00635 2.63246 -3.09223 4.4 -2.1 1.4
O -6.41333 2.27901 -3.69069 1.4 2.0 0.3
O 2.41378 8.86789 -5.10946 1.4 0.7 -0.6
O 3.62761 7.01236 -4.25581 1.4 0.4 -0.6
O -3.62314 -3.25907 -1.85179 -0.4 -1.5 -0.7
O 6.80856 9.27165 -6.37044 -2.2 -0.3 1.6
O -4.57738 2.21547 -1.72687 -2.8 0.2 4.6
O -5.09790 -4.47707 -3.64622 1.7 1.2 2.0
O -1.56652 -0.65568 3.46648 0.3 -0.5 1.1
O -3.62934 -5.92104 -2.10617 -1.7 3.0 -0.4
O 4.79409 8.45175 -5.94193 -4.8 -3.3 -1.4
O -5.39517 4.09955 -3.40312 -1.7 -1.2 -0.6
O 3.73805 1.52848 -0.20819 3.0 0.1 1.2
O -2.41553 -2.61515 4.75239 -0.7 -1.5 0.5
O 5.80691 0.45993 1.16200 -3.4 1.7 -1.8
O -1.93205 -0.46045 6.03069 0.6 -0.7 -0.1
O -0.03476 -1.99344 5.03496 -1.6 0.2 -0.2
O 1.80753 5.75912 -3.75047 1.6 1.7 -0.9
O 4.46484 9.19314 -3.80311 -1.8 -0.1 1.2
O -5.67125 -4.64152 -1.19207 2.4 -2.1 -0.4
O 6.21189 1.84350 -0.99913 -1.1 1.0 2.4
O 0.32963 7.90160 -4.89873 3.2 0.8 0.0
O 5.47179 3.04590 1.13003 -0.3 -3.1 -0.2
O 6.29099 10.52734 -3.68298 -2.1 -1.8 -1.1
O -3.65116 2.19038 -3.61472 0.9 0.3 -4.7
N -1.39781 5.10960 1.83222 -0.7 2.1 2.7
N 1.05227 -0.91221 -5.19919 0.6 -1.1 -2.0
C 0.28492 -2.95321 6.06164 1.3 1.7 1.5
C 7.78066 -0.98676 1.12295 -0.8 0.4 -0.3
C -2.09681 6.71439 3.87220 1.4 -0.7 -0.7
C 1.73647 -2.19267 -7.42531 1.0 0.0 0.4
C -3.75325 0.49366 7.45914 2.1 0.4 -0.1
C -4.38361 -3.18098 5.85814 -1.5 0.3 0.8
C -1.67191 5.83453 2.71880 -0.1 -1.2 -1.8
C 5.24776 4.34617 0.62795 1.5 1.3 0.3
C -5.86634 -5.53537 -4.14542 -0.6 -0.9 -0.7
C 5.98774 0.92795 -2.04421 1.3 -1.0 0.0
C -6.70504 -3.72460 -1.17311 -2.2 0.3 0.3
C -2.91492 -3.16303 5.97492 -0.4 -0.9 -0.4
C 1.56625 7.94463 -4.80066 -3.4 -1.8 0.3
C 7.37912 0.63461 -2.55057 0.5 0.3 -2.3
C 2.37423 6.75400 -4.22356 -3.5 -2.3 1.3
C -7.96229 -4.48978 -0.71114 0.7 0.0 0.1
C 1.32850 -1.46125 -6.19179 -0.8 0.3 1.0
C -3.57094 -6.76935 -0.99276 0.3 -2.0 0.4
C 1.85274 -2.99985 6.05045 -0.8 -1.4 0.3
C -3.17032 -8.07319 -1.72125 -0.2 -0.4 1.7
C 5.76958 5.31650 1.69656 -0.7 -0.2 0.2
C 5.53306 9.72983 -4.25166 4.5 2.5 0.2
C 5.79886 9.11486 -5.67104 5.4 3.2 0.0
C -3.17860 0.26523 6.05420 -2.0 -1.0 -0.4
C -5.01280 -6.34446 -5.09237 0.6 0.0 -0.5
C 7.16280 0.37737 1.44302 1.7 0.7 -0.3
B 3.81860 8.37600 -4.81117 0.0 0.3 0.0
H 7.48509 -1.31733 0.12724 -0.1 0.2 -0.2
H -2.53082 6.07363 4.63978 -0.3 0.2 -0.1
H -3.00688 -8.90664 -1.03807 0.5 0.2 0.3
H 5.99552 4.43912 -0.15965 -0.8 0.3 -0.8
H 8.00614 1.50216 -2.75620 -0.3 0.5 0.5
H -3.15297 1.13220 5.39405 0.4 0.2 0.4
H -8.02407 -5.42547 -1.26682 -0.1 0.1 -0.2
H -2.69380 7.58401 3.59751 -0.2 -0.5 -0.2
H 5.46182 5.02495 2.70074 -0.2 -0.2 0.0
H -2.28556 -7.89554 -2.33260 -0.3 -0.2 -0.1
H -4.48055 -6.93659 -0.41594 -0.8 0.3 -0.7
H 1.07435 -2.88193 -7.94934 -0.8 0.6 0.5
H 8.03210 -0.04974 -2.00891 -0.6 -0.1 0.4
H -3.99759 -0.34004 5.66559 0.4 -0.4 -0.9
H -2.70668 -4.22595 6.09715 1.1 0.0 -0.4
H 2.16982 -3.93701 5.59295 -0.1 -0.1 -0.1
H -7.82279 -4.76470 0.33437 -0.2 0.0 0.1
H -2.94052 -6.38939 -0.18883 0.9 0.0 -0.5
H 2.55300 -2.86066 -7.15114 0.2 0.1 0.3
H 5.63006 -0.02927 -1.66483 -0.6 0.1 0.1
H -4.53655 -5.70575 -5.83623 0.0 0.5 0.2
H -6.30327 -6.10928 -3.32822 0.2 -0.3 0.1
H -4.80651 -2.21638 5.57742 0.0 0.0 0.4
H -4.68523 -3.49486 6.85743 -0.8 0.2 0.1
H -4.18320 -6.79125 -4.54444 -0.2 -0.5 -0.1
H -0.14938 -2.55178 6.97725 0.8 0.9 0.5
H 7.63253 1.13897 0.82060 0.6 -0.1 0.1
H -5.54549 -7.02735 -5.75419 -0.2 -0.5 0.6
H -6.91364 -3.36256 -2.17985 0.3 0.5 0.1
H 6.85954 5.32491 1.69512 -0.1 0.3 -0.1
H 8.86476 -0.88070 1.08355 0.0 -0.3 0.5
H 7.29992 0.69524 2.47660 0.2 -0.3 0.1
H 2.35927 -2.23884 5.45683 -0.6 0.4 0.4
H -6.71921 -5.14273 -4.69909 0.0 0.5 0.1
H -2.55723 -2.64709 6.86597 0.0 0.3 -0.2
H 5.25684 1.35415 -2.73141 0.4 -0.1 -0.3
H 7.27514 0.27169 -3.57309 0.0 -0.6 -0.1
H -3.04132 1.18234 7.91410 -0.5 0.3 0.7
H -4.81112 -3.90068 5.16002 0.5 -0.1 -0.1
H 2.23427 -3.06406 7.06948 0.1 0.4 0.0
H 7.39070 -1.76238 1.78208 0.5 0.0 0.3
H 2.17457 -1.50981 -8.15323 -0.2 0.2 0.1
H -4.04226 -8.46133 -2.24772 0.1 0.5 -0.7
H -1.16767 7.11477 4.27780 0.0 0.0 0.1
H -3.71737 -0.42814 8.03974 -0.1 -0.1 -0.1
H -4.77547 0.87104 7.43195 0.2 0.1 -0.1
H 4.20933 4.52766 0.35080 0.2 -0.2 -0.2
H -0.20584 -3.91337 6.22084 0.0 -0.6 -2.0
H -8.88039 -3.91731 -0.84337 0.1 0.0 0.1
H -6.46418 -2.95047 -0.44454 0.0 0.4 -0.4
H 5.32975 6.30141 1.53972 0.4 0.1 -0.2
```
Positions in Å, forces in eV/Å.

As for the HOMO-LUMO gap: 3.544 eV. The calculation puts the relative energy (zero: lowest compared OMol25 entry of this formula, charge and spin) at 536.80 kcal per mole. The value obtained for the HOMO energy is -8.128 eV. The total energy is -119017.1968 eV.

Results of the Löwdin charge analysis, in e, for atoms 1 through 99: 1.71, 0.39, 0.56, 0.51, 0.01, -0.02, 0.24, 0.25, -0.25, 0.10, -0.39, -0.19, -0.26, -0.19, 0.27, 0.03, -0.30, -0.14, -0.19, -0.19, -0.18, 0.08, 0.26, -0.21, -0.21, 0.10, -0.20, 0.10, -0.37, 0.09, 0.10, -0.24, -0.06, -0.06, -0.07, -0.06, -0.08, -0.25, -0.26, -0.30, -0.28, -0.29, -0.29, -0.39, -0.07, -0.41, -0.06, -0.25, -0.27, -0.05, -0.06, -0.07, -0.38, -0.44, -0.26, -0.07, -0.32, -0.77, 0.06, 0.08, 0.07, 0.12, 0.08, 0.12, 0.07, 0.08, 0.07, 0.08, 0.11, 0.08, 0.07, 0.08, 0.12, 0.06, 0.07, 0.12, 0.08, 0.11, 0.08, 0.11, 0.07, 0.09, 0.07, 0.10, 0.10, 0.08, 0.12, 0.08, 0.08, 0.12, 0.08, 0.12, 0.11, 0.13, 0.08, 0.07, 0.09, 0.07, 0.08


[2]
ORCA calculation (ωB97M-V with the def2-TZVPD basis set) on a molecular structure, C26H51BrClFLiN2O10P2SSi2.

Structure (XYZ):
```
98
Properties=species:S:1:pos:R:3:forces:R:3
Br -0.29177 2.62241 5.99309 0.2 -0.1 -0.2
Cl -3.20388 3.89624 3.24036 -0.2 0.0 -0.2
S 5.21037 -0.78802 2.64423 0.2 0.3 0.2
P 0.27299 -1.00148 -2.14630 4.1 -2.8 -1.5
P 3.80827 -1.28422 3.83883 0.1 -0.3 -1.0
Si -0.27330 0.53629 5.16827 -1.1 -1.1 0.6
Si 2.54826 0.49557 4.36540 0.6 -0.6 0.0
F 1.80552 3.33771 1.55571 0.0 -0.2 0.2
O -5.36217 -3.90891 -5.37430 -0.1 0.0 0.0
O 1.24046 -0.16057 5.16340 0.1 1.3 -0.4
O 0.04905 0.14436 -3.22319 -1.5 0.6 1.4
O 1.89748 -1.03401 -2.33419 -0.5 0.3 0.1
O 0.08258 -1.31025 -0.71391 -1.8 1.8 0.1
O -0.12369 -2.25819 -3.04250 -0.4 0.5 0.2
O 1.21838 3.22176 -6.59114 0.0 0.2 -0.2
O 2.19272 3.52754 3.69999 0.0 -0.3 -0.3
O 4.31240 -2.06892 5.15883 -0.3 0.2 -0.1
O 2.77786 -2.28742 3.08077 0.0 0.1 0.7
N 3.17312 2.95890 -7.65536 -0.1 0.0 -0.1
N -2.68874 -1.86438 8.39595 0.3 -0.2 0.0
C -1.47611 -2.74532 -3.03277 -0.4 -0.1 -0.1
C 2.06185 2.79991 2.75703 0.1 0.5 0.3
C -2.63784 -0.41149 6.46514 0.7 -0.1 0.0
C 2.75807 -0.82645 -1.21990 0.3 -0.2 0.1
C 1.14751 3.36278 -8.97997 0.0 0.0 0.1
C 4.29149 1.95965 7.84378 -1.0 0.9 -0.1
C 3.42849 -2.12003 -0.81030 0.0 -0.2 0.0
C -7.49352 -3.05811 -5.95615 0.0 -0.1 -0.1
C 1.66674 1.70222 -4.09006 0.2 -0.5 0.1
C -1.15021 0.43513 3.51920 0.1 0.6 -0.2
C -0.63285 -1.22642 7.39601 0.8 0.0 -0.1
C -1.24214 -0.44338 6.42382 -0.2 0.0 0.1
C -3.00479 2.13348 3.04795 0.8 -0.1 0.2
C 3.07327 1.81222 6.88945 2.0 0.6 -0.4
C -1.51904 1.78225 2.85177 -0.1 0.1 -0.3
C -6.03248 -2.69613 -5.72868 0.0 0.1 0.1
C 0.64878 1.44762 -3.00679 0.1 0.3 -0.1
C -3.27583 -1.13583 7.45755 -1.0 0.3 -0.1
C -1.36183 -1.91900 8.34684 -0.1 0.2 -0.1
C 4.06163 2.87447 -8.79970 0.1 0.0 0.4
C 2.19899 1.31133 2.71229 -0.2 0.3 -0.1
C -7.67740 -4.22295 -4.98766 0.0 0.1 0.1
C -6.32961 -4.92382 -5.08877 0.0 -0.1 -0.1
C -2.37370 -1.93450 -3.94517 0.0 0.2 0.0
C 3.65058 1.54686 5.46873 -0.3 -0.2 0.7
C 1.83257 3.17857 -7.64652 -0.1 0.0 0.1
Li 3.64869 4.05216 6.67020 0.3 0.1 -0.3
H -8.51317 -4.87489 -5.23570 0.0 0.0 0.0
H 2.20830 -0.39087 -0.38307 -0.1 -0.1 0.0
H 3.51687 -0.10072 -1.52856 -0.1 0.0 -0.1
H 5.01719 2.65371 7.38368 0.3 -0.3 0.0
H -1.94122 -1.86193 -4.94256 0.0 -0.1 0.0
H 1.09853 1.51142 -2.01195 0.0 -0.1 0.0
H -0.57205 -0.19389 2.83700 0.1 0.0 0.0
H 1.21702 1.58009 -5.06893 -0.1 0.2 0.0
H -6.31966 -5.64807 -5.90981 0.0 0.0 0.0
H 2.37424 1.05943 7.23311 -0.3 0.2 0.1
H 3.99329 2.44048 8.77866 0.1 -0.4 0.3
H -1.86140 -2.75276 -2.00973 0.1 0.0 0.0
H 4.83356 3.64184 -8.72435 0.0 0.0 -0.1
H -4.35965 -1.09675 7.48942 0.0 -0.1 0.1
H 4.03223 -2.51265 -1.62930 0.0 0.1 0.0
H -0.95343 2.63385 3.22975 0.2 -0.2 0.1
H -2.49607 -0.91567 -3.57078 0.0 0.0 0.0
H 4.78876 1.01096 8.01165 0.1 0.1 0.1
H -7.64111 -3.39975 -6.98274 0.0 0.0 0.0
H -3.21233 0.16282 5.75105 -0.1 0.0 0.0
H -6.05026 -5.43973 -4.16951 0.1 0.0 0.0
H -8.16932 -2.22388 -5.77528 0.0 0.0 0.0
H 1.35601 0.88501 2.16316 0.0 0.0 0.0
H 3.06825 1.09664 2.07553 0.0 0.0 0.1
H 2.06512 2.71272 -4.01369 -0.1 0.1 0.0
H -3.57970 1.77648 2.20009 -0.3 0.1 0.1
H 3.90375 2.49115 4.97799 0.0 -0.1 -0.2
H 3.51754 3.01383 -9.72697 0.0 0.0 0.0
H 3.59488 -2.56034 5.58104 0.1 -0.1 0.2
H 2.49103 0.99033 -4.01871 0.0 0.0 0.1
H -1.43110 -3.77759 -3.37515 0.2 0.0 0.0
H 3.56824 2.84425 -6.73564 0.0 0.0 0.0
H 4.54673 1.89744 -8.81813 0.0 0.0 -0.1
H -3.35427 1.70355 3.98289 -0.2 -0.1 -0.1
H -3.35977 -2.39511 -4.01991 0.0 -0.1 0.0
H 1.55437 4.22801 -9.50418 0.0 -0.1 -0.1
H -5.55863 -2.26747 -6.61222 0.1 0.0 0.0
H -0.14937 2.18760 -3.06035 -0.1 -0.1 0.0
H 0.44970 -1.29266 7.42491 0.0 -0.1 0.0
H -5.92527 -1.98787 -4.89884 0.0 0.1 0.0
H 0.08920 3.52675 -8.80445 0.0 0.0 0.1
H -7.83001 -3.84430 -3.97439 0.0 0.0 0.0
H 2.59710 2.79896 6.83420 -1.4 -0.7 0.3
H 2.69221 -2.88442 -0.56093 -0.1 0.1 0.1
H 1.26665 2.47337 -9.59952 0.0 0.1 -0.1
H 2.08453 -2.57379 3.69409 -0.2 -0.2 -0.3
H -0.84859 -2.51061 9.09422 -0.1 -0.1 0.1
H 4.07260 -1.96087 0.05503 0.0 0.0 0.0
H 4.59994 1.02784 5.62198 0.0 -0.2 -0.3
H -2.07800 -0.11899 3.68037 0.1 -0.1 0.2
H -1.30066 1.72737 1.78428 -0.1 0.0 0.0
```
Positions in Å, forces in eV/Å.

As for the HOMO-LUMO gap: 6.250 eV. The value obtained for the HOMO energy is -10.571 eV. The total charge is +1. The total energy is -181903.4435 eV.

Löwdin analysis output, partial charges in e: 0.54, 0.56, 0.35, 0.46, 0.09, 0.18, 0.44, 0.13, -0.15, -0.31, -0.18, -0.20, -0.24, -0.17, 0.02, 0.08, -0.22, -0.23, 0.01, 0.08, -0.26, -0.50, -0.07, -0.30, -0.01, -0.10, -0.07, -0.17, -0.08, -0.23, -0.09, -0.28, -0.58, -0.33, -0.34, -0.21, -0.24, -0.14, -0.13, -0.07, -0.13, -0.17, -0.20, -0.07, -0.25, -0.54, 0.83, 0.11, 0.09, 0.12, 0.07, 0.09, 0.11, 0.08, 0.06, 0.12, 0.10, 0.09, 0.11, 0.08, 0.11, 0.08, 0.03, 0.07, 0.10, 0.11, 0.09, 0.12, 0.11, 0.10, 0.08, 0.08, 0.08, 0.06, 0.07, 0.08, 0.08, 0.12, 0.14, 0.08, 0.05, 0.07, 0.09, 0.12, 0.12, 0.09, 0.11, 0.08, 0.11, 0.02, 0.08, 0.09, 0.07, 0.11, 0.03, 0.08, 0.08, 0.11


[3]
ORCA calculation (ωB97M-V with the def2-TZVPD basis set) on a gas-phase ion, C26H51ClN2O7PSSi (charge +1).

Structure (XYZ):
```
90
Properties=species:S:1:pos:R:3:forces:R:3
Cl -6.61554 1.25918 -3.28445 0.8 -0.5 -0.6
S -4.95128 0.85832 -4.46559 3.6 3.9 -5.0
P -2.73816 0.25056 1.34071 -5.3 5.7 1.5
Si 1.01042 0.28712 4.49647 -0.4 1.9 0.7
O -0.47647 -0.41455 3.92700 1.5 -1.1 0.0
O -5.22147 0.91276 -5.96082 -0.5 -1.3 4.7
O -1.92562 1.49257 2.18913 0.0 -2.5 -0.7
O 1.14684 6.60764 -3.37922 -0.2 -5.7 -0.9
O -3.57835 -0.67851 2.48090 2.6 0.9 -1.3
O -3.89940 1.94270 -4.19241 -3.0 -3.6 0.8
O 1.93402 4.50415 -4.19538 -1.2 1.3 2.1
N -3.86314 1.00205 0.44844 2.3 -1.7 1.1
N -1.64324 -0.71124 0.25460 0.6 -0.2 1.3
C -4.07329 -0.66008 -2.28440 -0.5 -0.7 -1.3
C 0.96221 5.36017 -3.55201 -0.2 4.1 1.0
C 3.36120 1.90070 -2.91236 -0.5 -0.4 -0.6
C 2.12861 -5.23201 2.68704 -0.6 -2.2 4.9
C 0.50004 1.94288 5.38780 0.2 0.3 0.3
C 1.91347 1.19209 -3.09308 0.7 -0.2 0.8
C 2.68374 -3.77566 0.52403 -0.4 0.1 -0.5
C -4.29085 -0.80481 -3.91086 0.8 0.1 1.7
C -1.07977 0.33224 -0.66791 1.1 2.8 -1.7
C 2.20573 0.83495 3.07679 0.2 0.4 -0.1
C 2.02195 -2.33503 0.86779 -0.2 -0.2 0.3
C -2.85802 -1.66144 -1.91941 -1.2 -0.1 -0.6
C 0.59176 -2.10246 0.09720 0.1 -1.3 -0.5
C 0.13638 -0.08730 -1.62123 0.5 0.2 -1.0
C -2.49025 -1.78218 -0.36783 -2.3 -2.6 -1.2
C 1.94868 -0.74600 5.81014 0.9 -0.2 -0.1
C 1.86921 -5.03614 1.10903 1.0 -0.6 1.1
C -0.48071 4.78449 -3.04340 0.5 0.1 -0.8
C -0.46265 -1.30702 1.02947 2.6 -0.6 1.2
C 2.17644 -5.59984 3.93860 -0.3 1.4 -5.6
C 0.80804 -1.52099 -1.38745 0.7 0.0 0.0
C 1.24761 1.12402 -1.60265 -1.8 -0.2 -1.7
C 3.29426 3.40761 -2.33233 0.3 0.2 -0.5
C 3.21719 4.54676 -3.50852 1.8 -0.5 1.7
C -0.39287 -1.83957 3.70279 -0.2 -1.1 -0.3
C -0.87113 -2.31515 2.21577 0.1 -0.9 0.5
H -0.41466 1.79994 6.07812 1.4 0.3 -1.1
H 0.16674 -3.18178 -0.03948 0.6 1.9 0.3
H -1.18360 4.84292 -3.96734 1.2 -0.4 1.6
H -3.21864 -0.86595 -4.34735 -2.1 0.3 0.1
H 1.88760 -2.25092 2.02317 0.3 -0.2 -2.0
H 2.33065 0.03243 2.26594 0.1 1.3 1.1
H -0.40562 3.71678 -2.62266 -0.1 1.6 -0.9
H -3.47444 -0.31343 3.39726 0.3 -0.3 -1.0
H -2.00048 -1.43681 -2.64284 -0.9 -0.3 1.4
H 2.22769 -6.00240 5.02189 0.0 1.1 -2.6
H 1.33096 -1.66432 6.11278 1.2 1.3 -0.2
H -1.98519 -2.65826 2.19776 1.9 1.1 0.0
H 2.40160 3.61851 -1.64089 1.2 -0.6 -0.9
H -2.04597 -2.85186 -0.22900 -0.3 2.3 0.0
H -3.78308 2.02454 0.56436 0.0 -0.8 -0.3
H 0.73553 -5.01510 0.91759 1.7 0.2 0.4
H -3.24319 -2.71999 -2.23345 0.8 1.8 0.8
H -4.95996 -1.68996 -4.19618 0.9 1.6 0.2
H 1.39794 2.25227 6.05316 -1.5 -0.5 -1.0
H 2.04862 0.11378 -3.50520 0.0 1.7 0.8
H -0.28850 -3.31576 2.05773 -1.0 1.8 0.1
H 0.68165 -2.25937 3.84921 -1.7 0.8 -0.2
H 0.60831 2.09647 -1.51777 1.4 -1.5 0.3
H -0.92934 5.49731 -2.24654 1.2 -1.1 -1.4
H 0.11084 -0.37607 1.43881 -1.2 -1.6 -0.5
H 3.88488 1.89843 -3.95386 -0.7 0.1 1.9
H 2.73108 -3.91524 -0.63114 -0.1 0.4 1.9
H 0.33245 2.81071 4.64991 0.0 -1.3 1.2
H 3.77709 -3.79969 0.90113 -1.9 0.0 -0.5
H -1.87887 0.85150 -1.33827 1.1 -1.4 1.5
H -0.66067 1.21007 -0.02068 -0.9 -1.8 -0.7
H -3.51654 -1.84524 0.18804 1.8 0.3 -0.9
H 1.95658 -1.40975 -1.55842 -2.0 -0.1 0.2
H 2.97138 -1.03764 5.32968 -1.8 0.1 0.9
H 2.01766 1.01121 -0.75988 -1.2 0.2 -1.2
H 3.21411 1.07880 3.60249 -1.6 -0.6 -1.1
H 1.22952 1.72970 -3.86090 1.1 -0.7 1.5
H 3.42492 5.54943 -2.97903 -0.6 -1.4 -1.2
H 1.84030 1.83414 2.60970 0.5 -1.8 0.7
H 4.25002 3.55478 -1.68969 -1.6 0.1 -1.2
H -5.08334 -1.00411 -1.82113 2.0 0.9 -0.4
H 2.23615 -0.07971 6.72217 -0.8 -1.3 -1.6
H 4.09685 4.34560 -4.22027 -1.7 0.4 0.6
H 3.96619 1.20414 -2.20120 -0.9 1.3 -1.2
H -3.85784 0.45057 -2.10698 -0.3 -1.8 0.2
H -2.45209 2.32570 2.22573 0.2 -1.1 -0.4
H -1.05397 -2.38325 4.47166 0.9 0.8 -1.1
H 0.46976 -2.29649 -2.18780 0.3 1.4 1.5
H 2.77013 -1.52868 0.53897 -1.2 -1.0 0.5
H 2.25934 -5.99348 0.57017 -0.6 1.7 1.1
H -0.27128 -0.07651 -2.71471 0.6 0.0 2.0
```
Positions in Å, forces in eV/Å.

As for the HOMO-LUMO gap: 8.913 eV. The value obtained for the HOMO energy is -12.151 eV. The total charge is +1. The total energy is -85611.1903 eV.

Löwdin analysis output, partial charges in e: 0.38, 0.45, 0.75, 0.47, -0.29, -0.38, -0.19, 0.04, -0.15, -0.42, -0.08, -0.14, -0.24, -0.25, -0.36, -0.20, -0.12, -0.20, -0.19, -0.19, -0.25, -0.14, -0.18, -0.15, -0.16, -0.23, -0.26, -0.13, -0.19, -0.20, 0.00, -0.21, 0.07, -0.10, -0.16, -0.16, -0.18, -0.24, -0.10, 0.05, 0.12, 0.11, 0.12, 0.10, 0.00, 0.05, 0.11, 0.10, 0.06, 0.04, 0.12, 0.10, 0.15, 0.01, 0.10, 0.15, 0.13, 0.05, 0.11, 0.11, 0.10, 0.10, 0.10, 0.16, 0.12, 0.12, 0.04, 0.13, 0.15, 0.14, 0.15, 0.13, 0.06, 0.13, 0.06, 0.12, 0.13, 0.05, 0.12, 0.12, 0.06, 0.14, 0.11, 0.07, 0.10, 0.14, 0.13, 0.11, 0.13, 0.14


Question: total energy of number 1 (C26H51BN2O24P4Zr)?
Answer: -119017.1968 eV